Record 1
C2H7N5O in the gas phase at a distorted geometry, computed with ωB97M-V with the def2-TZVPD basis set.

Last column: natural (NBO) charge in e.
Geometry (Å):
H  2.07  1.23  2.33  0.340
N  2.36  0.68  1.48  -0.725
C  1.44  0.31  0.73  0.539
N  1.79  -0.41  -0.46  -0.852
N  0.13  0.50  0.91  -0.347
O  -0.60  0.83  -0.29  -0.361
C  -1.34  -0.25  -0.63  0.673
N  -2.18  0.01  -1.70  -0.836
N  -1.46  -1.34  0.01  -0.776
H  -0.80  -1.43  0.74  0.357
H  2.88  -0.53  -0.43  0.409
H  1.25  -1.28  -0.59  0.392
H  -0.08  1.29  1.48  0.384
H  -3.16  -0.50  -1.50  0.412
H  -2.29  0.91  -2.08  0.390

Values from the calculation:
DFT total energy = -429.3591 Ha
LUMO level = 0.708 eV
orbital gap = 0.376 Ha
ΔE to the lowest compared entry with this formula, charge and spin = 1.751 eV
SMILES string = [H]/N=C(/N)NO/C(N)=N\[H]

---

Record 2
C4H8ClOPS in the gas phase at a distorted geometry, computed with ωB97M-V with the def2-TZVPD basis set.

Last column: natural (NBO) charge in e.
Geometry (Å):
C  1.12  0.18  1.86  -0.627
C  0.01  0.44  0.79  0.117
C  0.47  0.78  -0.62  -0.448
C  -0.59  0.36  -1.58  -0.780
P  -1.16  -1.19  -0.84  1.502
S  -2.95  -1.85  -1.04  -0.497
Cl  0.21  -2.54  -1.41  -0.269
O  -0.61  -0.83  0.63  -0.818
H  1.75  -0.62  1.51  0.219
H  0.79  -0.10  2.89  0.232
H  1.51  1.20  2.00  0.211
H  -0.76  1.07  1.31  0.188
H  1.37  0.17  -0.62  0.225
H  0.80  1.75  -0.72  0.228
H  -1.67  0.87  -1.58  0.259
H  -0.28  0.32  -2.58  0.260

Values from the calculation:
DFT total energy = -1432.2353 Ha
LUMO level = 0.772 eV
orbital gap = 0.365 Ha
ΔE to the lowest compared entry with this formula, charge and spin = 0.000 eV
SMILES string = C[C@H]1CC[P@@](=S)(Cl)O1

---

Record 3
C3H4N2O in the gas phase at a distorted geometry, computed with ωB97M-V with the def2-TZVPD basis set.

Last column: natural (NBO) charge in e.
Geometry (Å):
O  -2.22  0.31  -0.31  -0.705
C  -0.98  0.14  -0.21  0.129
C  -0.06  0.36  0.94  0.012
N  1.10  -0.24  0.67  -0.350
N  1.15  -0.83  -0.57  -0.234
C  -0.02  -0.64  -1.09  -0.003
H  -0.45  1.23  -0.42  0.265
H  -0.24  0.87  1.88  0.243
H  1.97  -0.20  1.19  0.419
H  -0.25  -1.00  -2.08  0.223

Values from the calculation:
DFT total energy = -301.3432 Ha
LUMO level = 0.371 eV
orbital gap = 0.330 Ha
ΔE to the lowest compared entry with this formula, charge and spin = 3.920 eV

---

Record 4
C3H8N2O2 in the gas phase at a distorted geometry, computed with ωB97M-V with the def2-TZVPD basis set.

Last column: natural (NBO) charge in e.
Geometry (Å):
C  1.14  -0.13  1.97  -0.505
C  0.59  -0.68  0.88  0.121
O  -0.91  -0.73  0.68  -0.549
C  -1.18  0.28  -0.25  0.492
O  -1.49  1.53  0.32  -0.699
N  0.07  0.40  -1.04  -0.533
N  0.26  -0.48  -2.16  -0.645
H  0.60  0.61  2.56  0.205
H  2.09  -0.47  2.35  0.220
H  1.07  -1.49  0.35  0.185
H  -2.02  0.00  -0.90  0.165
H  -0.69  1.83  0.77  0.464
H  0.83  1.02  -0.76  0.397
H  -0.40  -0.25  -2.90  0.344
H  0.03  -1.44  -1.88  0.339

Values from the calculation:
DFT total energy = -378.9833 Ha
LUMO level = 0.982 eV
orbital gap = 0.361 Ha
ΔE to the lowest compared entry with this formula, charge and spin = 4.292 eV
SMILES string = C=CO[C@@H](O)NN

---

Record 5
A molecular structure, C19H27HgN9PS, computed with ωB97M-V with the def2-TZVPD basis set.

Last column: Löwdin spin population.
Geometry (Å):
Hg  0.21  -0.22  0.39  0.519
N  0.44  -2.29  4.41  0.002
C  1.79  -2.08  4.27  0.002
C  1.94  -1.36  3.13  0.008
N  0.70  -1.13  2.58  0.094
C  -0.18  -1.70  3.37  0.010
H  -0.01  -2.79  5.16  0.000
H  2.50  -2.45  4.99  0.000
H  2.84  -1.00  2.67  0.001
H  -1.25  -1.71  3.23  0.000
N  -0.85  2.30  2.72  0.000
C  -1.82  1.99  1.79  0.011
N  -1.88  0.82  1.23  0.074
C  -2.93  0.78  0.30  0.020
C  -3.30  -0.34  -0.45  0.017
C  -4.36  -0.22  -1.32  0.001
C  -5.06  0.98  -1.45  0.000
C  -4.71  2.09  -0.71  0.001
C  -3.64  1.97  0.17  0.001
S  -2.99  3.16  1.27  0.009
H  -0.53  1.49  3.24  0.000
H  -1.05  3.09  3.31  0.000
H  -2.77  -1.27  -0.31  0.014
H  -4.69  -1.09  -1.88  0.000
H  -5.90  1.04  -2.13  0.000
H  -5.26  3.01  -0.80  0.000
C  -0.19  -2.28  -6.29  0.000
N  -1.55  -1.88  -5.71  0.003
C  -2.17  -3.13  -5.07  0.000
N  -1.29  -3.70  -4.10  0.000
C  -0.01  -4.03  -4.72  0.000
N  0.64  -2.86  -5.30  0.002
C  1.07  -1.90  -4.28  0.003
P  -0.32  -1.22  -3.26  0.067
C  -1.42  -0.77  -4.70  0.008
C  -1.13  -2.85  -2.92  0.004
H  0.25  -1.37  -6.71  0.000
H  -0.40  -2.99  -7.09  0.000
H  -2.16  -1.57  -6.47  0.000
H  -2.35  -3.83  -5.89  0.000
H  -3.12  -2.83  -4.62  0.000
H  -0.18  -4.77  -5.51  0.000
H  0.64  -4.47  -3.97  0.000
H  1.61  -1.08  -4.76  0.000
H  1.78  -2.40  -3.62  0.000
H  -1.01  0.10  -5.23  0.000
H  -2.42  -0.52  -4.35  0.000
H  -2.11  -2.69  -2.46  0.000
H  -0.54  -3.39  -2.18  0.003
N  1.71  2.67  1.33  0.006
C  2.79  3.45  1.17  0.000
C  3.58  2.86  0.21  0.001
C  2.88  1.71  -0.16  0.013
N  1.74  1.60  0.52  0.099
H  0.90  2.82  1.92  0.000
H  2.91  4.36  1.74  0.001
H  4.52  3.21  -0.16  0.000
H  3.14  0.96  -0.88  0.005

Values from the calculation:
DFT total energy = -2125.4740 Ha
LUMO level (spin up / spin down) = -4.460 / -6.163 eV
orbital gap (spin up / spin down) = 0.288 / 0.271 Ha
net charge = +2
2S+1 = 2
ΔE to the lowest compared entry with this formula, charge and spin = 0.000 eV
expectation value of S² = 0.7532

---

Record 6
CH2N4O2 in the gas phase at a distorted geometry, computed with ωB97M-V with the def2-TZVPD basis set.

Last column: natural (NBO) charge in e.
Geometry (Å):
C  -1.50  0.55  -0.13  0.794
N  -1.71  -0.90  -0.21  -0.196
N  -0.78  -1.62  -0.11  0.065
N  0.60  -0.15  0.69  0.067
N  1.66  -0.05  -0.04  -0.650
O  -2.38  1.37  -0.37  -0.494
O  -0.24  0.91  0.34  -0.368
H  2.18  -0.90  0.08  0.387
H  2.17  0.79  -0.25  0.396

Values from the calculation:
DFT total energy = -408.6224 Ha
LUMO level (spin up / spin down) = -0.631 / -0.629 eV
orbital gap (spin up / spin down) = 0.270 / 0.270 Ha
ΔE to the lowest compared entry with this formula, charge and spin = 4.439 eV

---

Record 7
A molecular structure, C26H54Cl2FKLiN3O8PS at a distorted geometry, computed with ωB97M-V with the def2-TZVPD basis set.

Last column: Mulliken charge in e.
Geometry (Å):
C  2.96  2.63  2.83  -0.618
C  3.42  3.17  1.35  -0.021
O  3.69  1.97  0.48  -0.396
C  2.63  2.05  -0.54  0.457
C  2.61  0.82  -1.62  -0.918
P  0.83  0.43  -2.28  2.648
C  0.46  2.21  -2.90  -1.156
C  -0.83  2.93  -2.18  0.420
C  -0.48  3.90  -0.91  -0.490
C  -1.31  3.44  0.46  -0.192
O  -0.44  2.83  1.48  -0.030
C  -0.62  1.37  1.57  0.083
C  -0.87  -0.22  -2.97  -1.023
C  -1.81  -0.89  -1.76  -0.082
C  -3.36  -0.37  -1.81  -0.667
C  -4.04  -0.70  -0.33  -0.675
S  -4.82  0.82  0.48  -0.153
C  -4.09  1.12  2.19  0.336
N  -3.97  0.20  3.40  -0.241
N  -3.32  0.84  4.48  -0.280
C  -2.96  2.24  4.03  -0.051
O  -3.47  2.39  2.65  -0.123
O  1.05  -1.29  -1.90  -0.662
C  1.96  -2.04  -2.78  -0.688
C  1.65  -3.61  -3.15  -1.086
C  1.27  -4.56  -1.87  0.482
C  2.52  -5.47  -1.30  -0.749
C  3.00  -6.68  -2.30  -0.205
O  2.38  -8.00  -1.98  -0.328
C  0.93  -7.98  -2.22  0.599
C  -0.03  -8.65  -1.02  -0.459
O  0.32  -7.50  -3.31  -0.540
C  2.37  -1.04  -4.04  0.505
Cl  4.23  -0.91  -4.30  -0.146
Cl  1.75  -1.59  -5.72  -0.217
O  1.67  0.27  -3.84  -0.703
H  2.09  1.85  2.65  0.097
H  2.52  3.47  3.54  0.167
H  3.87  2.09  3.31  0.287
H  4.35  3.90  1.40  0.412
H  2.53  3.83  0.91  0.028
H  1.57  2.12  -0.05  -0.473
H  2.86  3.04  -1.17  0.188
H  3.13  -0.11  -1.13  -0.080
H  3.25  1.17  -2.56  0.286
H  0.16  0.80  -1.06  -1.043
H  0.18  2.11  -4.05  0.414
H  1.41  2.93  -2.88  0.396
H  -1.33  3.63  -3.01  0.371
H  -1.68  2.19  -1.83  -0.600
H  -0.86  5.00  -1.19  0.429
H  0.66  4.01  -0.67  0.128
H  -2.27  2.84  0.19  -0.038
H  -1.69  4.47  0.93  0.144
H  -1.56  0.95  1.01  -0.651
H  0.33  0.79  1.20  0.314
H  -0.77  1.09  2.72  0.346
H  -0.60  -1.07  -3.73  0.222
H  -1.47  0.59  -3.57  0.496
H  -1.36  -0.72  -0.69  0.092
H  -1.77  -2.07  -1.95  0.053
H  -3.44  0.77  -2.08  0.363
H  -3.94  -0.96  -2.66  0.320
H  -3.26  -1.25  0.36  0.450
H  -4.94  -1.44  -0.55  0.361
H  -2.39  3.09  4.62  0.369
H  2.92  -2.15  -2.08  0.115
H  0.83  -3.76  -4.00  0.546
H  2.66  -4.05  -3.60  0.309
H  0.29  -5.19  -2.08  0.131
H  0.97  -3.82  -0.98  0.167
H  3.45  -4.75  -1.17  0.364
H  2.24  -5.85  -0.20  0.238
H  2.90  -6.41  -3.46  0.130
H  4.17  -6.82  -2.12  0.334
H  -0.30  -7.86  -0.17  -0.233
H  0.61  -9.56  -0.59  0.335
H  -1.02  -9.15  -1.48  0.318
C  -0.22  6.05  6.00  -1.047
C  -0.70  6.98  4.91  0.381
C  -2.20  7.25  5.03  -1.092
O  -0.43  6.40  3.64  -0.450
H  -0.72  5.08  5.94  0.146
H  0.85  5.86  5.90  0.307
H  -0.40  6.48  7.00  0.385
H  -0.16  7.93  4.96  0.296
H  -2.77  6.32  4.93  0.190
H  -2.53  7.92  4.22  0.313
H  -2.44  7.71  5.99  0.376
H  -0.91  5.56  3.58  0.208
N  -1.55  -6.00  1.01  -0.717
H  -2.43  -6.51  0.89  0.432
H  -1.74  -5.07  1.40  0.397
H  -0.93  -6.51  1.65  0.435
H  -1.08  -5.89  0.10  0.228
K  0.26  -5.16  -4.95  0.976
F  4.53  4.77  2.72  -0.620
Li  -5.01  -3.04  0.55  0.620

Values from the calculation:
DFT total energy = -4155.3589 Ha
LUMO level = -6.080 eV
orbital gap = 0.047 Ha
net charge = +1

---

Record 8
A molecular structure, C16H40CeClO2P2Si2 at a distorted geometry, computed with ωB97M-V with the def2-TZVPD basis set.

Last column: Mulliken charge in e.
Geometry (Å):
C  5.75  1.04  -3.90  -1.122
C  4.40  0.86  -3.29  0.874
H  5.64  1.47  -4.90  0.371
H  6.26  0.07  -3.98  0.318
H  6.36  1.71  -3.28  0.334
O  3.32  1.03  -3.81  -0.435
Cl  4.47  0.29  -1.54  -0.237
Ce  0.58  -0.29  0.42  0.707
P  1.17  -2.14  -1.79  0.875
C  -0.18  -2.71  -2.89  -1.250
C  2.45  -2.03  -3.08  -1.329
H  2.46  -2.96  -3.68  0.468
H  1.67  -4.52  -1.69  0.446
H  3.43  -1.87  -2.62  0.355
H  2.74  -3.56  -0.62  0.429
H  -0.24  -2.02  -3.75  0.455
H  2.23  -1.18  -3.74  0.404
C  1.71  -3.69  -0.97  -1.147
H  0.05  -3.73  -3.25  0.451
H  1.08  -3.92  -0.10  0.322
H  -1.16  -2.71  -2.40  0.325
P  1.41  2.34  -0.01  1.258
C  0.14  3.65  -0.11  -1.314
C  1.94  2.36  1.75  -1.495
H  3.67  2.54  -0.85  0.252
H  3.00  4.13  -0.38  0.483
H  2.49  3.35  -1.91  0.433
C  2.78  3.17  -0.86  -1.203
H  3.03  2.24  1.80  0.453
H  1.65  3.34  2.18  0.496
H  0.39  4.45  0.60  0.506
H  -0.85  3.26  0.11  0.205
H  1.47  1.56  2.36  0.380
H  0.14  4.05  -1.13  0.477
C  0.29  0.56  -1.80  0.213
O  0.19  0.96  -2.89  -0.067
C  -1.80  -0.05  4.31  -0.973
Si  -2.24  0.90  2.75  -0.287
C  -4.11  1.23  2.75  -0.951
C  -1.46  2.60  2.92  -0.954
C  -1.68  0.03  1.17  0.239
Si  -2.67  -1.56  0.95  0.109
C  -3.90  -1.21  -0.42  -1.112
C  -1.57  -3.01  0.51  -1.125
C  -3.69  -2.21  2.39  -1.138
H  -2.30  0.43  5.16  0.370
H  -0.71  0.00  4.48  0.356
H  -2.09  -1.10  4.29  0.342
H  -4.33  1.79  3.67  0.400
H  -4.39  1.86  1.90  0.354
H  -4.74  0.34  2.75  0.321
H  -0.42  2.55  3.26  0.252
H  -1.49  3.18  1.99  0.287
H  -2.03  3.15  3.67  0.442
H  -1.97  0.72  0.33  0.146
H  -3.40  -1.08  -1.38  0.348
H  -4.60  -2.06  -0.50  0.421
H  -4.49  -0.31  -0.21  0.344
H  -0.77  -3.21  1.22  0.430
H  -2.22  -3.90  0.51  0.492
H  -1.14  -2.96  -0.50  0.036
H  -3.07  -2.73  3.13  0.391
H  -4.31  -1.49  2.93  0.303
H  -4.39  -2.96  1.98  0.462

Values from the calculation:
DFT total energy = -2980.0818 Ha
LUMO level (spin up / spin down) = -12.355 / -12.283 eV
orbital gap (spin up / spin down) = 0.218 / 0.221 Ha
net charge = +3
ΔE to the lowest compared entry with this formula, charge and spin = 0.000 eV